66
Properties=species:S:1:pos:R:3:forces:R:3 method="wB97M-V/def2-TZVPD" energy_ev=-52806.3234 charge=+1
Au -1.93012 1.98284 -0.44123 -0.160 -1.020 1.263
C -0.97165 3.46692 3.37072 -0.118 -0.062 0.063
C -0.69596 2.32418 4.12186 -0.040 -0.050 -0.055
C -1.06273 1.08835 3.63826 -0.062 0.193 -0.003
C -1.66414 0.98090 2.37832 -0.129 0.223 0.156
N -1.85834 2.09747 1.64469 0.478 -0.461 -0.753
C -1.54583 3.30906 2.13683 -0.065 0.275 0.028
N -2.05545 -0.26901 1.98832 0.010 -0.473 -0.080
C -2.62362 -0.56874 0.88353 0.442 0.087 0.469
N -2.95446 0.24006 -0.18497 -0.014 1.452 -0.498
C -3.24860 -0.51540 -1.29622 -0.123 0.135 -0.440
N -3.41483 -0.13053 -2.50262 0.005 -0.572 0.025
C -3.14080 1.08394 -3.04545 0.033 0.378 -0.128
C -3.62739 1.31425 -4.34376 0.062 0.106 0.056
C -3.31962 2.47527 -5.00979 0.016 -0.066 0.056
C -2.50357 3.42330 -4.39111 -0.020 -0.008 0.068
C -2.06008 3.16541 -3.12149 0.150 0.279 0.006
N -2.38267 2.03930 -2.45890 0.164 -0.323 0.530
C -3.35601 -1.91065 -0.84852 0.101 -0.086 0.544
C -3.72136 -3.05914 -1.51616 -0.068 0.057 -0.117
C -3.73968 -4.24241 -0.78477 0.002 0.004 -0.063
C -3.38864 -4.26746 0.56091 0.025 -0.006 0.027
C -2.99264 -3.11167 1.22468 0.090 0.073 0.122
C -2.98299 -1.93960 0.49933 -0.305 -0.051 -0.509
H -0.73411 4.45496 3.73499 -0.013 0.016 -0.043
H -0.21053 2.40872 5.08499 -0.007 -0.010 -0.001
H -0.90574 0.18149 4.20243 -0.015 -0.037 -0.052
H -1.77483 4.15989 1.50856 0.139 -0.043 -0.051
H -4.23477 0.53876 -4.78448 0.010 -0.024 -0.001
H -3.68778 2.64452 -6.01259 -0.024 -0.011 0.008
H -2.22157 4.34178 -4.88293 0.035 -0.008 0.007
H -1.41923 3.86262 -2.59491 0.017 -0.032 0.008
H -3.98211 -3.03722 -2.56537 -0.021 0.007 0.012
H -4.02963 -5.16226 -1.27420 0.008 -0.005 0.007
H -3.41901 -5.20543 1.09854 0.020 -0.003 -0.007
H -2.69536 -3.12524 2.26460 -0.026 -0.004 -0.006
O 0.22288 2.88064 0.02776 -0.936 0.663 -0.382
C 0.77123 1.74202 0.01406 0.492 -1.571 -0.307
N 1.96474 1.41016 0.53594 0.129 0.552 0.145
C 2.29018 0.01345 0.27901 -1.061 -0.588 -0.392
C 0.89387 -0.43568 -0.41680 1.804 -0.171 0.831
O 0.65850 -1.57276 -0.74554 -0.329 0.303 -0.012
N 0.15203 0.67743 -0.53144 -1.022 0.582 -0.455
C 3.36771 -0.17639 -0.76532 0.356 0.153 -0.164
C 3.75463 -1.47200 -1.11201 -0.100 0.095 0.062
C 4.73021 -1.67690 -2.07135 -0.005 -0.028 -0.049
C 5.33336 -0.59635 -2.70142 0.009 0.075 -0.012
C 4.95249 0.69245 -2.36507 0.040 -0.017 -0.082
C 3.96893 0.90255 -1.40912 -0.102 -0.128 0.191
C 2.54491 -0.76111 1.56129 0.322 0.079 0.044
C 1.51392 -1.34753 2.28626 0.033 0.037 0.001
C 1.78556 -2.03983 3.45800 -0.080 0.000 0.043
C 3.08402 -2.13507 3.93362 0.028 -0.005 0.013
C 4.11671 -1.53474 3.22816 0.024 0.006 0.010
C 3.85017 -0.86470 2.04477 -0.140 0.109 0.020
H 2.55724 2.05018 1.03760 0.003 0.027 -0.056
H 3.27130 -2.31429 -0.63528 0.029 -0.022 0.027
H 5.02254 -2.68535 -2.33386 -0.021 -0.003 0.011
H 6.09260 -0.75729 -3.45539 0.017 -0.015 0.027
H 5.42222 1.54121 -2.84544 -0.014 -0.008 -0.012
H 3.67521 1.91349 -1.15910 0.012 0.019 -0.019
H 0.49302 -1.28534 1.93700 -0.096 -0.043 -0.094
H 0.97545 -2.52140 3.99280 0.015 0.025 0.009
H 3.29384 -2.67964 4.84508 -0.013 0.003 -0.006
H 5.13372 -1.59435 3.59366 -0.008 -0.022 -0.008
H 4.66263 -0.41211 1.49003 0.017 -0.039 -0.031